DFT (ωB97M-V/def2-TZVPD) results for C39H54N2O2P2Pd as an isolated structure.

Output
- <S²>: 6.02
- Net charge: +2
- 2S+1: 5
- LUMO energy (alpha / beta): -6.174 / -9.250 eV
- E: -2588.2927 Eh
- F_max: 0.0777 Eh/bohr
- HOMO-LUMO gap (alpha / beta): 5.5415 / 2.4632 eV

Each line ends with the Mulliken spin population.
Element x y z (Å)
Pd  0.594  -0.696  -3.532  0.802
P  -1.375  0.292  -2.341  0.266
P  1.545  1.403  -2.042  0.380
O  -1.859  2.004  3.153  0.003
O  -1.060  4.237  -0.772  0.003
N  -1.457  4.917  1.401  0.000
N  -1.117  2.699  1.026  0.013
C  -0.760  1.664  -6.780  0.004
C  -0.628  -1.989  -0.012  0.252
C  0.312  2.580  -2.738  0.025
C  -3.767  4.586  3.146  0.000
C  2.384  4.983  3.062  -0.001
C  1.328  -3.166  -1.152  0.014
C  1.801  1.951  -0.306  0.109
C  0.704  -1.071  -6.939  -0.012
C  3.233  1.633  -2.723  0.047
C  -0.764  -1.479  -7.096  0.019
C  -1.328  4.337  2.711  0.000
C  -1.718  -2.870  -0.489  0.021
C  -2.229  5.573  4.742  0.000
C  0.751  -1.971  -0.483  0.504
C  -1.875  -1.052  2.092  0.017
C  -1.034  1.938  -3.163  0.004
C  -2.462  4.830  3.577  0.000
C  0.991  0.010  2.717  0.025
C  1.647  3.723  4.992  0.000
C  -2.571  0.724  -1.040  0.162
C  2.669  4.343  4.269  0.000
C  1.106  -0.504  -5.576  0.116
C  0.337  3.734  4.507  0.002
C  -1.652  -0.639  -6.233  0.000
C  0.710  1.892  -6.295  0.012
C  -1.484  2.854  2.328  0.010
C  1.082  5.018  2.571  0.002
C  -2.483  -0.767  -3.338  0.045
C  -3.316  6.111  5.444  0.000
C  -1.615  0.684  -6.021  0.007
C  2.956  -1.313  0.706  0.005
C  1.167  0.813  -5.353  -0.001
C  -4.626  5.889  4.999  0.000
C  -1.178  3.952  0.424  0.003
C  -4.849  5.137  3.831  0.000
C  0.074  4.402  3.302  -0.001
C  -0.699  -1.212  1.184  0.328
C  1.499  -1.293  0.530  0.297
C  0.615  -0.773  1.506  0.288
H  -1.001  -1.339  -8.170  -0.001
H  1.391  -3.878  -0.307  0.040
H  3.434  -1.656  -0.210  -0.003
H  -2.176  1.603  -0.504  -0.047
H  -5.859  4.971  3.435  0.000
H  -1.217  5.722  5.098  0.000
H  -2.535  -1.175  -5.889  -0.003
H  1.357  1.924  -7.182  0.004
H  -0.448  3.183  5.036  0.000
H  -3.126  6.727  6.328  0.000
H  -3.555  0.904  -1.503  0.014
H  -1.261  2.638  -6.746  -0.001
H  2.551  1.341  0.230  -0.012
H  0.738  3.056  -3.628  -0.001
H  3.304  -1.976  1.512  0.020
H  3.686  4.349  4.659  0.000
H  0.819  2.888  -5.822  -0.001
H  3.153  5.463  2.480  0.000
H  1.791  0.739  2.532  0.006
H  3.555  2.620  -3.076  0.015
H  -2.093  -0.005  2.386  0.025
H  -2.639  -2.297  -0.667  0.013
H  3.937  1.322  -1.943  -0.002
H  -0.731  1.338  -7.827  0.001
H  -2.800  -1.505  1.689  -0.002
H  0.867  5.496  1.612  0.000
H  -2.664  -0.113  -0.342  -0.026
H  1.369  -0.610  3.541  0.032
H  -1.697  -1.566  3.057  0.028
H  -1.841  -1.529  -3.825  0.004
H  -3.937  3.956  2.269  0.000
H  -0.955  1.726  -4.238  0.013
H  1.858  3.224  5.931  0.000
H  3.380  0.925  -3.539  0.008
H  -5.471  6.302  5.555  0.000
H  -1.404  -3.409  -1.389  -0.004
H  -3.175  -1.292  -2.656  -0.003
H  1.338  -1.921  -7.221  0.009
H  1.659  1.225  -4.467  0.022
H  -3.042  -0.176  -4.082  0.008
H  0.760  -3.638  -1.966  -0.007
H  -1.848  2.656  -2.994  -0.002
H  -2.453  1.129  -5.452  0.000
H  -1.252  5.882  1.181  0.000
H  0.148  0.570  3.136  0.001
H  -0.930  -2.557  -6.890  -0.001
H  2.164  2.996  -0.308  0.022
H  0.925  -0.262  -7.641  -0.001
H  2.346  -3.049  -1.536  0.005
H  0.117  3.371  -1.993  0.013
H  -1.933  -3.635  0.278  0.021
H  1.487  -1.242  -4.804  0.037
H  3.294  -0.310  0.964  0.011
H  0.848  1.932  0.253  -0.022